(a)
Here is the molecule C5H6N2O2 from the Open Molecules 2025 dataset. Energies are from ωB97M-V with the def2-TZVPD basis set.

Last column: natural (NBO) charge in e.
Positions of all 15 atoms, in Å:
C1 -0.351 1.773 0.059  -0.042
N1 -0.801 0.998 0.916  -0.410
C2 -1.475 -0.248 0.481  -0.252
C3 -0.707 -1.264 -0.436  -0.491
C4 0.766 -1.270 0.004  0.688
O1 1.426 -2.250 0.245  -0.523
N2 1.433 -0.079 -0.011  -0.623
C5 2.490 0.457 -0.129  0.920
O2 3.427 1.118 -0.202  -0.479
H1 0.284 2.532 0.614  0.180
H2 -0.496 1.885 -1.071  0.160
H3 -2.419 -0.054 -0.098  0.192
H4 -1.621 -0.579 1.416  0.205
H5 -0.622 -0.850 -1.393  0.222
H6 -1.333 -2.168 -0.394  0.253

Computed properties:
- 2S+1: 1
- Frontier orbital gap: 10.34 eV
- Structure (SMILES): C=NCCC(=O)N=C=O

=====

(b)
Here is the molecule C5H6N2O2 from the Open Molecules 2025 dataset. Energies are from ωB97M-V with the def2-TZVPD basis set.

Last column: natural (NBO) charge in e.
Positions of all 15 atoms, in Å:
O1 0.491 0.691 2.051  -0.616
C1 0.331 0.397 0.853  0.629
C2 1.415 0.168 -0.120  -0.182
N1 1.628 -1.180 -0.598  -0.552
C3 1.007 -0.203 -1.494  -0.103
C4 -0.411 -0.388 -1.833  -0.273
C5 -1.388 -0.141 -0.897  0.004
N2 -0.962 0.071 0.445  -0.147
O2 -2.009 0.434 1.304  -0.541
H1 2.216 0.849 -0.055  0.222
H2 2.652 -1.255 -0.667  0.367
H3 1.641 0.190 -2.297  0.210
H4 -0.640 -0.563 -2.884  0.228
H5 -2.532 -0.117 -1.071  0.249
H6 -1.571 0.662 2.147  0.504

Computed properties:
- 2S+1: 1
- Frontier orbital gap: 9.17 eV
- Structure (SMILES): O=C1[C@H]2N[C@H]2C=CN1O

=====

The winner here is (a), beating the second structure by 0.843 eV.

=====

(a)
Here is a cluster of 2 separate species, C10H13N2 in total from the Open Molecules 2025 dataset. Energies are from ωB97M-V with the def2-TZVPD basis set.

Last column: natural (NBO) charge in e.
Positions of all 25 atoms, in Å:
C1 3.208 -1.418 -1.411  -0.125
C2 2.208 -1.344 -2.381  -0.228
C3 3.027 -0.888 -0.132  -0.231
C4 1.776 -0.459 0.177  0.043
C5 0.893 -0.991 -2.034  0.356
C6 -0.502 -0.098 -0.443  0.214
C7 -1.143 -0.317 -1.790  -0.395
C8 -1.055 2.017 1.980  -0.771
C9 -2.869 0.300 1.512  -0.695
C10 -1.473 0.639 1.932  0.317
N1 -0.218 -0.872 -2.633  -0.387
N2 0.746 -0.502 -0.703  -0.427
H1 4.193 -1.705 -1.648  0.238
H2 2.229 -1.736 -3.328  0.247
H3 3.767 -0.818 0.622  0.247
H4 1.601 0.016 1.112  0.211
H5 -2.139 -0.721 -1.821  0.275
H6 -1.312 0.762 -2.015  0.295
H7 -0.849 2.366 3.069  0.288
H8 -1.684 2.822 1.530  0.255
H9 -0.065 2.105 1.438  0.296
H10 -2.968 0.962 0.744  0.229
H11 -3.485 0.535 2.430  0.282
H12 -2.956 -0.740 1.115  0.263
H13 -0.930 0.083 2.675  0.203

Computed properties:
- 2S+1: 1
- Frontier orbital gap (alpha / beta): 6.85 / 6.85 eV
- Total charge: +1

=====

(b)
Here is the ion C10H13N2 with charge +1 from the Open Molecules 2025 dataset. Energies are from ωB97M-V with the def2-TZVPD basis set.

Last column: natural (NBO) charge in e.
Positions of all 25 atoms, in Å:
C1 1.406 -2.427 1.764  -0.228
C2 0.119 -2.257 2.301  -0.091
C3 1.845 -1.619 0.755  -0.136
C4 -0.732 -1.316 1.778  -0.257
C5 1.031 -0.565 0.246  -0.129
C6 -0.320 -0.495 0.722  0.267
C7 -1.078 0.807 -1.148  0.273
C8 1.547 0.393 -0.616  0.149
C9 2.762 0.233 -1.423  -0.717
C10 -2.990 2.378 -0.913  -0.445
N1 -1.231 0.300 0.091  -0.581
N2 -1.908 1.692 -1.606  -0.546
H1 2.049 -3.194 2.163  0.242
H2 -0.209 -2.890 3.111  0.241
H3 2.851 -1.718 0.382  0.231
H4 -1.737 -1.217 2.162  0.230
H5 1.053 1.355 -0.658  0.230
H6 3.637 0.430 -0.794  0.277
H7 2.793 0.957 -2.234  0.260
H8 2.866 -0.777 -1.816  0.250
H9 -3.519 1.695 -0.247  0.200
H10 -2.604 3.212 -0.324  0.222
H11 -3.695 2.762 -1.644  0.238
H12 -2.164 0.285 0.516  0.399
H13 -1.771 1.974 -2.567  0.419

Computed properties:
- 2S+1: 1
- Frontier orbital gap (alpha / beta): 7.21 / 7.21 eV
- Total charge: +1

=====

(c)
Here is the ion C10H13N2 with charge +1 from the Open Molecules 2025 dataset. Energies are from ωB97M-V with the def2-TZVPD basis set.

Last column: natural (NBO) charge in e.
Positions of all 25 atoms, in Å:
C1 -1.589 -1.346 -1.587  -0.410
N1 -0.275 -1.537 -1.036  -0.320
C2 0.585 -2.502 -1.442  -0.019
C3 1.719 -2.459 -0.671  -0.284
C4 1.548 -1.426 0.258  -0.245
C5 0.299 -0.895 0.028  0.067
C6 -0.354 0.351 0.684  -0.130
C7 -0.260 0.270 2.158  -0.026
C8 0.076 1.472 2.680  -0.295
C9 0.181 2.395 1.607  0.208
N2 -0.017 1.833 0.453  -0.241
C10 -0.003 2.452 -0.838  -0.429
H1 -1.833 -0.288 -1.706  0.198
H2 -1.621 -1.809 -2.573  0.240
H3 -2.355 -1.821 -0.966  0.217
H4 0.338 -3.153 -2.257  0.227
H5 2.576 -3.092 -0.776  0.243
H6 2.239 -1.107 1.012  0.232
H7 -1.413 0.284 0.394  0.279
H8 -0.430 -0.646 2.694  0.260
H9 0.215 1.718 3.714  0.265
H10 0.361 3.453 1.696  0.245
H11 -0.756 3.241 -0.893  0.236
H12 0.973 2.901 -1.031  0.244
H13 -0.202 1.709 -1.605  0.238

Computed properties:
- 2S+1: 1
- Frontier orbital gap: 7.27 eV
- Total charge: +1
- Structure (SMILES): Cn1cccc1[C@H]1C=CC=[N+]1C

=====

The winner here is (c), beating the second structure by 0.865 eV.

=====

(a)
Here is a structure of composition C10H11N2O2S from the Open Molecules 2025 dataset. Energies are from ωB97M-V with the def2-TZVPD basis set.

Last column: natural (NBO) charge in e.
Positions of all 26 atoms, in Å:
C1 -3.151 2.207 0.167  -0.225
C2 -3.278 1.052 0.859  -0.279
C3 -2.024 2.431 -0.559  -0.271
C4 -2.408 0.008 0.749  -0.210
C5 -0.928 1.569 -0.516  0.177
C6 -1.142 0.301 0.182  0.044
C7 1.623 -2.944 -0.385  0.797
C8 1.052 -0.478 -0.402  0.283
C9 3.018 -0.118 1.383  -0.798
C10 1.647 -1.553 -1.203  -0.651
N1 0.260 1.661 -1.133  -0.847
N2 -0.253 -0.745 -0.147  -0.545
O1 2.577 -3.632 -0.490  -0.698
O2 0.510 -3.249 0.067  -0.786
S1 1.770 0.926 0.352  0.317
H1 -3.955 2.817 -0.043  0.195
H2 -4.181 0.757 1.379  0.188
H3 -1.960 3.388 -1.126  0.191
H4 -2.618 -0.869 1.416  0.213
H5 2.339 -0.507 2.343  0.195
H6 3.930 0.310 1.748  0.209
H7 3.191 -1.031 0.771  0.226
H8 2.674 -1.183 -1.339  0.219
H9 1.335 -1.844 -2.176  0.252
H10 0.414 2.410 -1.794  0.354
H11 -0.442 -1.686 -0.103  0.450

Computed properties:
- 2S+1: 1
- Frontier orbital gap: 6.96 eV
- Total charge: -1

=====

(b)
Here is a cluster of 2 separate species, C10H11N2O2S in total from the Open Molecules 2025 dataset. Energies are from ωB97M-V with the def2-TZVPD basis set.

Last column: natural (NBO) charge in e.
Positions of all 26 atoms, in Å:
C1 -3.206 -0.202 0.319  -0.447
C2 -3.784 -1.104 -0.536  -0.102
C3 -1.825 -0.556 0.289  0.088
C4 1.728 0.856 -0.548  -0.220
C5 2.252 -0.126 0.188  -0.206
C6 3.308 -1.168 -0.009  0.699
C7 0.141 0.755 1.270  -0.262
C8 0.542 1.611 0.040  -0.313
C9 0.987 3.072 0.487  -0.606
C10 -0.472 -2.290 -0.835  -0.400
N1 -2.817 -1.958 -1.008  -0.333
N2 -1.685 -1.623 -0.455  -0.222
O1 3.363 -2.011 0.921  -0.754
O2 3.919 -1.152 -1.070  -0.722
S1 1.298 -0.358 1.710  0.436
H1 -3.600 0.527 1.014  0.210
H2 -4.775 -1.388 -0.675  0.188
H3 2.251 1.300 -1.376  0.227
H4 -0.240 1.266 2.160  0.210
H5 -0.364 1.725 -0.689  0.250
H6 2.103 3.026 0.754  0.214
H7 0.424 3.446 1.326  0.207
H8 0.919 3.631 -0.423  0.210
H9 -0.717 -3.248 -1.179  0.213
H10 -0.019 -1.690 -1.609  0.206
H11 0.270 -2.340 -0.062  0.228

Computed properties:
- 2S+1: 1
- Frontier orbital gap (alpha / beta): 7.24 / 7.25 eV
- Total charge: -1

=====

The winner here is (a), beating the second structure by 1.537 eV.